{"formula": "C10H25N4O", "method": "ωB97M-V/def2-TZVPD", "lumo_energy_ev": -5.2, "total_charge": 1, "e_tot_ev": -18772.828, "species": ["O", "N", "N", "N", "N", "C", "C", "C", "C", "C", "C", "C", "C", "C", "C", "H", "H", "H", "H", "H", "H", "H", "H", "H", "H", "H", "H", "H", "H", "H", "H", "H", "H", "H", "H", "H", "H", "H", "H", "H"], "positions_angstrom": [[4.50876, 0.73049, 1.76656], [-5.94709, 1.59500, -1.22186], [4.11041, -1.04777, 3.07811], [-6.31015, -0.81019, -0.69126], [-4.64541, -0.04738, -2.67995], [-2.00820, -0.16575, -3.02018], [4.61273, 0.20310, 2.87044], [-5.64153, 0.26690, -1.54394], [1.62045, -0.06076, -0.06130], [0.68564, 0.34128, -2.63566], [-0.67807, -0.34133, -2.03437], [-3.29323, 0.02600, -2.00594], [1.58814, 0.93325, -1.37471], [4.13602, -1.82549, 4.29524], [5.28414, 0.89145, 4.02779], [5.63422, 1.87808, 3.71548], [0.44991, 1.17148, -3.45845], [1.34281, -0.53877, -3.09854], [3.67323, -1.44944, 2.25700], [-2.08804, -1.20092, -3.60799], [-6.15239, 2.31453, -1.95688], [-3.16280, -0.79492, -1.15097], [6.14628, 0.30624, 4.35923], [4.66682, -2.75799, 4.09045], [1.13320, 1.99207, -1.10911], [-6.05195, 1.87723, -0.20185], [3.10442, -2.05005, 4.57586], [-0.99006, 0.18268, -1.01114], [1.45212, -1.20371, -0.32852], [4.57259, 1.01941, 4.84809], [-0.56362, -1.49331, -1.84374], [-3.12918, 1.07051, -1.46403], [0.70239, 0.22522, 0.64511], [-6.00974, -0.73781, 0.31923], [-4.75609, 0.71900, -3.39152], [2.63048, 0.05553, 0.52188], [-1.88922, 0.69509, -3.80445], [2.71654, 1.10880, -1.71883], [-6.08309, -1.77793, -1.06922], [4.62858, -1.29985, 5.11395]], "atomic_forces_ev_per_a": [[0.02, -0.14, 0.39], [0.44, -2.15, 0.17], [0.18, 0.62, -0.17], [3.81, 1.80, -2.15], [-2.98, 1.11, 2.31], [0.23, -1.41, 0.09], [-0.20, 0.00, -0.70], [-0.32, -0.03, 0.84], [-0.83, 0.08, 0.19], [0.71, -0.94, 0.73], [-1.06, 0.74, -0.11], [2.52, 0.36, 1.09], [0.28, 0.25, -0.46], [-0.20, -0.28, -0.29], [0.10, 0.18, 0.04], [-0.13, -0.25, -0.07], [0.56, -1.87, 1.89], [-1.54, 2.02, 0.65], [0.14, 0.06, 0.22], [-0.20, 2.41, 1.13], [1.00, -0.99, 1.01], [-0.67, 1.60, -2.02], [-0.14, 0.07, 0.15], [-0.03, -0.04, 0.33], [1.03, -2.18, -0.26], [-0.60, -0.68, -1.99], [0.14, -0.12, 0.28], [0.94, -1.10, -2.04], [0.51, 2.39, 0.29], [0.19, -0.08, 0.05], [-0.08, 2.35, -0.25], [-0.43, -2.01, -1.10], [2.12, -0.62, -1.35], [-0.78, 0.02, -1.32], [0.36, -0.89, 0.93], [-2.03, -0.09, -1.11], [-0.35, -1.49, 1.68], [-2.59, -0.34, 0.59], [-0.03, 1.69, 0.58], [-0.09, -0.04, -0.23]]}

---

{"formula": "C2HBrClO5P", "method": "ωB97M-V/def2-TZVPD", "lumo_energy_ev": 5.0, "total_charge": -2, "e_tot_ev": -104182.344, "species": ["Br", "Cl", "P", "O", "O", "O", "O", "O", "C", "C", "H"], "positions_angstrom": [[-3.39267, -0.78474, -0.47293], [1.88875, 1.42694, -0.18312], [-0.98169, 0.83267, -0.37796], [1.73762, -2.08297, 0.61252], [-1.41725, 1.91740, 0.57774], [1.37844, -0.49977, 2.18346], [-1.61196, -0.66015, -0.09642], [-0.99711, 1.11086, -1.83971], [1.42321, -1.02822, 1.05881], [0.96120, -0.01594, -0.17910], [1.01145, -0.21609, -1.28329]], "atomic_forces_ev_per_a": [[-0.36, -0.15, -0.02], [1.76, 2.23, 0.49], [2.90, 0.80, 0.58], [1.33, -4.23, -0.66], [0.15, -1.46, -0.50], [0.20, -0.56, -0.12], [-0.58, -0.43, 0.37], [-0.49, 0.00, -0.45], [-1.75, 4.65, -0.53], [-3.13, 0.39, -0.47], [-0.02, -1.25, 1.32]]}

---

{"formula": "C37H82F5N7O7", "method": "ωB97M-V/def2-TZVPD", "lumo_energy_ev": 0.5, "e_tot_ev": -78044.678, "smiles": "C#C[C@@]1(CC)C[C@H](CCCC(F)(F)C(F)(F)F)NC1=O.COC[C@@H](C)N.COC[C@@H](C)N.COC[C@@H](C)N.COC[C@@H](C)N.COC[C@@H](C)N.COC[C@@H](C)N", "species": ["F", "F", "F", "F", "F", "O", "O", "O", "O", "O", "O", "O", "N", "N", "N", "N", "N", "N", "N", "C", "C", "C", "C", "C", "C", "C", "C", "C", "C", "C", "C", "C", "C", "C", "C", "C", "C", "C", "C", "C", "C", "C", "C", "C", "C", "C", "C", "C", "C", "C", "C", "C", "C", "C", "C", "C", "H", "H", "H", "H", "H", "H", "H", "H", "H", "H", "H", "H", "H", "H", "H", "H", "H", "H", "H", "H", "H", "H", "H", "H", "H", "H", "H", "H", "H", "H", "H", "H", "H", "H", "H", "H", "H", "H", "H", "H", "H", "H", "H", "H", "H", "H", "H", "H", "H", "H", "H", "H", "H", "H", "H", "H", "H", "H", "H", "H", "H", "H", "H", "H", "H", "H", "H", "H", "H", "H", "H", "H", "H", "H", "H", "H", "H", "H", "H", "H", "H", "H"], "positions_angstrom": [[-6.12300, -2.15711, -3.06996], [-8.57049, -0.80266, -1.20365], [-8.22950, -2.42074, -3.02291], [-7.38293, -0.82926, -4.11768], [-6.52481, -1.24040, -0.83393], [6.13134, 0.26536, -2.85772], [-2.56228, 6.01436, -3.96237], [-4.24366, -4.16895, 7.94774], [5.92612, 1.38518, 2.10712], [3.73957, -1.83587, -0.72876], [-0.10291, 1.77913, -3.75651], [-3.33879, 0.00375, 2.93418], [-1.07957, 4.58321, -5.98587], [4.05882, -4.55970, 0.15016], [-5.82761, -1.39335, 2.52130], [8.38761, 2.01969, -3.24062], [-2.38727, 2.12805, -3.50429], [-6.71588, -5.58890, 7.50758], [8.04654, 1.10169, 4.04384], [8.30510, 1.73456, 2.74675], [-4.02714, -3.75626, 9.28466], [5.34838, 2.67676, 2.04297], [-7.07721, 0.80137, -1.91285], [-0.67853, -1.09308, -2.61560], [-3.11507, 0.42138, 4.26818], [7.60797, 1.40699, -5.46377], [5.03617, 0.50421, -3.72768], [-5.63143, 1.23994, -1.62896], [7.27545, 1.31301, 1.68672], [-4.67377, -2.08788, 3.09978], [0.85886, -1.02309, -2.64397], [-3.23860, 5.38855, -5.03909], [-2.16847, 6.44351, -7.11605], [-4.87113, 1.64050, -2.91710], [-2.88873, -0.00291, -2.72233], [5.15531, -3.86689, -0.53435], [-0.93477, 0.67333, 0.25772], [-3.34767, -1.39821, 2.74121], [-7.27846, -1.53929, -3.01859], [8.40009, 3.24434, 2.94463], [7.30431, -0.20624, -3.49309], [-2.47265, 7.42484, -4.04488], [-4.89478, -2.24476, 4.60122], [-2.38466, 5.17313, -6.29866], [8.16788, 0.88552, -4.14396], [6.20494, -3.46559, 0.49796], [-1.18643, 0.47647, -0.91551], [-5.55864, -6.27546, 8.09004], [4.65079, -2.69393, -1.38884], [-5.79004, -6.44726, 9.58828], [-4.23803, -5.56933, 7.74475], [-3.39068, 1.42065, -2.65812], [-1.14739, 1.44706, -3.28046], [-1.40194, 0.25188, -2.32424], [-7.34336, -0.67291, -1.71881], [4.33893, -0.87227, 0.12345], [-3.53180, 4.40468, -4.66434], [5.48436, -2.11829, -1.81155], [-4.63614, -3.09378, 2.67067], [9.28263, 1.39209, 2.39426], [4.46665, -1.28001, 1.12845], [9.31533, 3.49412, 3.48135], [-7.36239, 1.16140, -2.89438], [-3.22633, 1.84712, -1.66068], [-5.50704, -7.27729, 7.65347], [6.95285, -2.79987, 0.06101], [-2.42901, -0.24805, 4.79469], [-3.36132, 7.86128, -4.50901], [-4.16802, 5.92521, -5.27355], [-2.92855, 4.46744, -6.93366], [-2.50354, -1.86364, 3.26767], [-0.94627, -1.75665, -1.79749], [7.57055, 3.63648, 3.53223], [-4.05447, -5.70661, 6.67546], [-5.20194, -1.31259, 5.07466], [-0.65068, 5.15189, -5.26038], [4.12170, 0.39460, -3.14352], [-5.68625, -2.97056, 4.78987], [-2.67130, 1.41699, 4.23248], [3.41250, -4.92302, -0.54487], [8.86134, 1.68968, -2.40397], [-5.21652, 1.02090, -3.74397], [5.29645, -0.52038, -0.26885], [7.44943, 0.25879, 1.45086], [5.73171, 3.25208, 1.19587], [-4.05590, 0.49975, 4.81747], [7.07387, 1.27859, 4.28163], [9.14079, 0.43445, -4.36065], [-3.16793, -1.54375, 1.67194], [8.42078, 3.76779, 1.98644], [-6.11049, -5.52147, 10.06516], [-6.61647, -5.57026, 6.49623], [-3.99115, -2.60147, 5.10001], [-0.42289, 0.70360, 1.17535], [-7.72409, 1.31678, -1.21139], [7.26962, 0.58707, -6.10056], [-3.59396, -2.75623, 9.25539], [8.37860, 1.95491, -6.00606], [3.51619, -3.85570, 0.64412], [-5.02733, 0.48375, -1.13566], [5.51174, 3.22535, 2.97319], [-3.33495, -4.42108, 9.80870], [7.47692, 2.32192, -2.90348], [1.20384, -1.88092, -3.21780], [-4.88556, -6.79768, 10.09003], [-5.63569, 2.10437, -0.97270], [-1.21775, 3.68002, -5.53785], [6.77479, 2.09324, -5.31630], [-6.57524, -7.18278, 9.76331], [4.27228, 2.55146, 1.91959], [-3.43471, -0.76603, -2.18369], [-6.65814, -4.60993, 7.77656], [5.01047, -0.21071, -4.55450], [-5.73821, -1.38304, 1.51004], [7.89682, -0.67292, -2.69992], [-4.97010, -3.69085, 9.83197], [-2.77463, -0.26035, -3.77380], [-1.06251, -1.57291, -3.51298], [-1.81186, 6.18912, -8.11418], [7.41480, 1.87109, 0.75092], [1.25195, -1.14413, -1.64181], [6.72160, -4.35086, 0.87002], [8.09159, 0.09218, 3.93507], [1.22084, -0.12789, -3.13536], [5.62878, -4.57847, -1.21779], [7.05855, -1.00107, -4.20999], [5.76514, -2.96782, 1.36167], [-1.57778, 7.72879, -4.59211], [3.66265, -0.01996, 0.19765], [-3.39063, -6.02918, 8.27034], [-2.31677, 3.03181, -3.04279], [-5.75588, -0.41340, 2.78362], [4.09870, -3.10925, -2.23769], [-1.42122, 7.09904, -6.66966], [5.05958, 1.52497, -4.11435], [-3.09824, 7.00641, -7.22640], [-2.38615, 7.81101, -3.02902], [-5.11635, 2.67805, -3.13951]], "atomic_forces_ev_per_a": [[1.39, -0.73, -0.06], [-1.16, -0.21, 0.13], [-1.27, -1.34, 0.03], [-0.24, 1.04, -1.08], [0.87, -0.37, 0.72], [0.01, -0.11, -0.16], [-0.16, 0.04, -0.03], [0.11, -0.08, 0.11], [0.05, 0.12, -0.12], [0.14, 0.09, -0.10], [0.12, 0.15, -0.11], [0.12, -0.08, 0.13], [-0.24, -0.12, 0.15], [-0.07, 0.02, -0.19], [0.16, 0.02, -0.15], [0.02, -0.19, 0.15], [-0.17, -0.27, 0.95], [0.17, 0.00, -0.16], [-0.03, -0.17, -0.16], [-0.26, 0.20, 0.15], [-0.10, 0.23, -0.13], [-0.19, -0.15, 0.15], [0.79, 0.69, 0.65], [1.06, 0.36, 0.01], [-0.09, 0.24, -0.14], [0.09, -0.02, -0.16], [-0.16, 0.14, 0.28], [0.37, 0.21, -0.86], [0.17, -0.25, -0.10], [-0.07, 0.28, 0.26], [-0.57, -0.55, -0.23], [-0.12, -0.27, -0.06], [-0.11, 0.02, -0.17], [-0.07, -0.33, 0.07], [0.72, 1.13, 0.31], [-0.06, 0.21, 0.26], [-0.03, -0.56, -2.23], [0.01, -0.19, -0.28], [0.26, 0.65, 0.96], [0.16, 0.09, -0.05], [0.23, -0.13, 0.13], [0.18, -0.07, 0.18], [0.03, -0.20, 0.08], [0.27, 0.27, 0.12], [-0.29, 0.18, -0.04], [0.19, -0.08, 0.00], [0.30, 1.35, 1.85], [-0.07, 0.27, 0.22], [-0.02, -0.14, -0.24], [0.00, -0.17, 0.08], [0.02, -0.16, -0.25], [-0.38, 0.54, 0.22], [-0.10, 0.18, 0.64], [-0.82, -2.46, -1.12], [-0.34, 0.63, -0.94], [-0.19, -0.03, 0.13], [0.06, 0.00, 0.02], [0.04, 0.05, 0.13], [0.06, 0.03, -0.08], [-0.04, -0.08, -0.05], [0.17, 0.12, 0.03], [-0.02, -0.04, 0.03], [-0.20, -0.28, -0.18], [-0.09, -0.49, 0.33], [0.06, 0.03, -0.08], [-0.02, 0.02, 0.00], [-0.05, -0.06, 0.02], [0.01, -0.02, -0.07], [0.07, 0.12, -0.04], [-0.05, -0.05, 0.09], [-0.05, 0.02, 0.11], [-0.24, -0.11, 0.07], [-0.05, -0.06, -0.02], [-0.02, 0.08, -0.01], [0.03, 0.04, -0.06], [0.08, 0.04, -0.09], [0.04, -0.07, 0.03], [-0.02, 0.03, -0.03], [0.03, -0.02, -0.06], [0.05, -0.10, 0.02], [0.11, 0.05, -0.05], [0.03, 0.01, -0.24], [0.02, -0.05, -0.01], [-0.07, -0.02, 0.04], [0.06, 0.01, 0.02], [0.06, -0.09, 0.14], [0.03, 0.08, 0.07], [0.00, -0.06, 0.08], [-0.02, 0.09, -0.01], [-0.02, 0.00, 0.01], [0.03, 0.05, -0.05], [-0.09, -0.09, 0.00], [-0.02, 0.01, 0.03], [-0.16, 0.17, 0.73], [-0.22, -0.11, 0.18], [-0.02, 0.01, 0.01], [0.03, -0.02, -0.06], [0.01, 0.02, 0.05], [0.05, -0.02, 0.08], [-0.32, -0.23, 0.24], [0.06, 0.14, -0.08], [-0.04, -0.05, 0.01], [0.00, 0.08, -0.08], [0.23, -0.08, -0.03], [0.00, 0.02, 0.00], [-0.02, 0.04, 0.20], [0.08, -0.06, -0.12], [-0.02, -0.03, 0.07], [-0.02, 0.03, -0.04], [0.02, -0.05, -0.04], [0.05, -0.04, 0.26], [-0.08, -0.02, 0.08], [0.06, 0.02, -0.03], [-0.10, -0.10, -0.05], [-0.04, 0.04, 0.05], [0.06, -0.09, 0.13], [-0.61, -0.30, -0.19], [-0.07, 0.32, -0.30], [0.04, -0.03, 0.03], [-0.01, 0.11, 0.05], [0.27, 0.31, 0.11], [-0.05, -0.02, 0.00], [0.11, 0.01, 0.06], [0.08, 0.14, 0.11], [-0.06, 0.02, -0.07], [-0.04, 0.08, -0.09], [-0.06, 0.03, -0.05], [-0.08, 0.10, -0.10], [-0.03, -0.03, -0.08], [-0.05, 0.01, 0.11], [0.41, 0.51, -0.93], [-0.07, -0.02, 0.09], [-0.09, 0.01, 0.05], [-0.01, -0.03, 0.07], [-0.01, -0.05, -0.16], [0.01, 0.01, 0.01], [-0.03, -0.05, 0.01], [0.18, 0.10, -0.23]]}